This record from the OMol25 dataset describes a 2-piece molecular cluster, C2H5NS2 overall in a non-equilibrium geometry. The level of theory is wB97M-V/def2-TZVPD.

For the energy relative to the best compared isomer or geometry (same formula, charge and spin), the calculation gives 48.3 kcal/mol. The value obtained for the LUMO energy is -0.00069 hartree. Its gap between HOMO and LUMO is 8.29 eV. The highest occupied orbital energy is -8.31 eV.

Geometry (Å):
C 1.28 -2.13 1.38
C -0.80 1.29 0.09
N -0.42 0.48 -0.82
S 2.09 -0.73 1.76
S 0.56 -2.40 -0.12
H 1.17 -2.79 2.24
H -0.43 1.18 1.20
H -1.47 2.16 -0.03
H -0.69 0.70 -1.78
H 0.50 -1.03 -0.46

natural (NBO) atomic charge list, values in e, 8 entries: -0.49, 0.00, -0.64, -0.08, 0.06, 0.22, 0.19, 0.16


This record from the OMol25 dataset describes a 2-piece molecular cluster, C4H8O2 overall. The level of theory is wB97M-V/def2-TZVPD.

For the energy relative to the best compared isomer or geometry (same formula, charge and spin), the calculation gives 42.7 kcal/mol. The value obtained for the LUMO energy is 0.02865 hartree. Its gap between HOMO and LUMO is 10.72 eV. The highest occupied orbital energy is -9.94 eV.

Geometry (Å):
C -1.77 -0.29 0.45
C -0.34 -0.86 0.50
C 0.33 -0.94 -0.84
O 1.51 -0.77 -1.04
C 1.78 1.69 -0.19
O 0.65 2.04 0.06
H -2.33 -0.58 1.35
H -1.75 0.80 0.40
H -2.32 -0.68 -0.42
H 0.29 -0.30 1.20
H -0.38 -1.91 0.84
H -0.34 -1.22 -1.68
H 2.45 1.28 0.59
H 2.21 1.75 -1.21

natural (NBO) atomic charge list, values in e, 8 entries: -0.61, -0.52, 0.47, -0.55, 0.30, -0.54, 0.22, 0.23


This record from the OMol25 dataset describes the molecule C6H9NO in a non-equilibrium geometry. The level of theory is wB97M-V/def2-TZVPD.

For the energy relative to the best compared isomer or geometry (same formula, charge and spin), the calculation gives 124.8 kcal/mol. The value obtained for the LUMO energy is 0.03479 hartree. Its gap between HOMO and LUMO is 9.82 eV. The highest occupied orbital energy is -8.87 eV.

Geometry (Å):
C -0.02 1.51 -0.33
C -1.60 -0.55 -0.16
C -0.33 -1.06 0.30
C 0.88 0.73 0.62
C 1.64 -0.16 -0.36
C 0.79 -1.16 -0.66
H 0.43 1.92 -1.20
H -0.06 2.46 0.01
H -2.02 -1.03 -1.23
H -2.31 -0.87 0.79
H -0.58 -2.11 0.46
H -0.88 0.37 1.57
H 1.77 1.20 1.17
H 2.58 0.09 -0.66
H 1.03 -1.97 -1.47
N 0.09 -0.27 1.51
O -1.40 0.88 -0.35

natural (NBO) atomic charge list, values in e, 8 entries: -0.10, -0.06, -0.19, -0.15, -0.17, -0.21, 0.20, 0.19


This record from the OMol25 dataset describes the molecule C9H14N2O in a non-equilibrium geometry. The level of theory is wB97M-V/def2-TZVPD.

For the energy relative to the best compared isomer or geometry (same formula, charge and spin), the calculation gives 130.8 kcal/mol. The value obtained for the LUMO energy is -0.01283 hartree. Its gap between HOMO and LUMO is 8.21 eV. The highest occupied orbital energy is -8.56 eV.

Geometry (Å):
C 3.06 -0.34 0.06
C 1.76 0.04 -0.02
C -0.73 -0.14 0.69
C -0.11 -1.34 0.06
C -0.39 1.19 0.05
C 0.19 -2.45 1.00
C -0.37 -1.68 -1.38
C -0.95 1.56 -1.35
C -0.87 2.28 0.97
N 4.18 -0.71 0.01
N 1.16 1.21 -0.04
O 1.80 2.30 -0.09
H -1.85 -0.26 0.77
H -0.35 -0.33 1.69
H 0.87 -2.05 1.84
H 0.74 -3.38 0.48
H -0.70 -2.82 1.50
H 0.51 -2.21 -1.73
H -0.58 -0.76 -2.04
H -1.16 -2.49 -1.53
H -0.36 1.04 -2.10
H -0.98 2.61 -1.30
H -1.90 1.12 -1.28
H -0.99 1.81 1.96
H -1.79 2.68 0.74
H -0.20 3.13 1.04

natural (NBO) atomic charge list, values in e, 8 entries: 0.18, -0.01, -0.51, 0.28, 0.13, -0.70, -0.70, -0.60


This record from the OMol25 dataset describes the molecule C2H4N4O2 in a non-equilibrium geometry. The level of theory is wB97M-V/def2-TZVPD.

For the energy relative to the best compared isomer or geometry (same formula, charge and spin), the calculation gives 64.7 kcal/mol. The value obtained for the LUMO energy is 0.00808 hartree. Its gap between HOMO and LUMO is 10.09 eV. The highest occupied orbital energy is -9.87 eV.

Geometry (Å):
C 0.04 -0.66 -0.14
C -2.02 -0.16 0.01
H 1.36 -2.27 -0.21
H 2.12 -0.52 -0.14
H 0.84 1.10 1.26
H 1.44 1.86 -0.05
N 1.35 -1.22 0.03
N -1.10 -1.21 -0.19
N -0.11 0.65 -0.59
N 0.55 1.62 0.31
O -3.14 -0.24 0.23
O -1.31 1.05 -0.51

natural (NBO) atomic charge list, values in e, 8 entries: 0.56, 0.82, 0.44, 0.42, 0.33, 0.35, -0.84, -0.57


This record from the OMol25 dataset describes the molecule C3H8FP in a non-equilibrium geometry. The level of theory is wB97M-V/def2-TZVPD.

For the energy relative to the best compared isomer or geometry (same formula, charge and spin), the calculation gives 19.7 kcal/mol. The value obtained for the LUMO energy is 0.04287 hartree. Its gap between HOMO and LUMO is 10.38 eV. The highest occupied orbital energy is -9.21 eV.

Geometry (Å):
C 1.59 -1.16 -0.01
C -1.75 1.30 0.17
C 0.70 0.01 -0.30
F -1.41 -1.39 0.44
P -1.09 -0.36 -0.78
H 1.11 -2.06 0.25
H 2.10 -1.29 -0.97
H 2.36 -0.95 0.72
H -2.73 1.81 -0.15
H -0.96 2.03 -0.06
H -2.04 0.87 1.20
H 1.32 0.49 -1.11
H 0.81 0.70 0.59

natural (NBO) atomic charge list, values in e, 8 entries: -0.61, -0.94, -0.76, -0.59, 1.12, 0.21, 0.20, 0.21


This record from the OMol25 dataset describes C3H5O3Tl as an isolated structure in a non-equilibrium geometry. The level of theory is wB97M-V/def2-TZVPD.

For the energy relative to the best compared isomer or geometry (same formula, charge and spin), the calculation gives 0.0 kcal/mol. The value obtained for the LUMO energy is -0.00373 hartree. Its gap between HOMO and LUMO is 9.58 eV. The highest occupied orbital energy is -9.68 eV.

Geometry (Å):
H -1.89 0.34 -1.76
O 1.24 0.85 0.37
C 0.94 -0.09 1.16
C -1.13 0.48 -0.85
O 1.51 -0.32 2.25
O -0.03 -0.95 0.79
C -0.48 -0.87 -0.57
Tl 2.97 1.34 1.94
H -0.45 1.19 -1.33
H -1.87 0.75 -0.08
H 0.39 -1.01 -1.23
H -1.20 -1.69 -0.69

natural (NBO) atomic charge list, values in e, 8 entries: 0.19, -0.82, 0.96, -0.64, -0.80, -0.51, -0.08, 0.85